Run A
The following is a DFT calculation (wB97M-V/def2-TZVPD) of a 4-piece molecular cluster, C3H9O5 overall.

Last columns: bonded neighbours and bond lengths (Å).
Geometry (Å):
1 O -1.742 0.831 -0.555  C2 1.279, H15 1.029
2 C -0.666 0.142 -0.625  O1 1.279, C4 1.429, H7 1.161
3 O 1.388 0.214 -2.316  H11 0.966
4 C -0.417 -0.877 0.346  C2 1.429, C5 1.513, H8 1.097
5 C 0.987 -1.356 0.641  C4 1.513, O6 1.327, H9 1.108, H10 1.126
6 O 1.539 -0.659 1.625  C5 1.327
7 H -0.027 0.342 -1.573  C2 1.161
8 H -1.208 -1.069 1.081  C4 1.097
9 H 1.575 -1.424 -0.296  C5 1.108
10 H 0.836 -2.447 0.877  C5 1.126
11 H 1.554 1.021 -2.821  O3 0.966
12 H 1.291 1.157 -0.983  O14 0.996
13 H 1.739 1.324 0.494  O14 0.982
14 O 1.361 1.833 -0.255  H12 0.996, H13 0.982
15 H -2.121 0.748 0.398  O1 1.029
16 H -3.347 0.056 2.346  O17 0.956
17 O -2.741 0.163 1.615  H16 0.956

Summary:
Highest occupied orbital energy ... -0.194 Ha
Orbital gap ... 5.12 eV
Molecular weight ... 125.1 g/mol
Net charge ... -1
LUMO ... -0.15 eV

How positive or negative is each atom? The natural (NBO) charges in e answer that:
1 O -0.514
2 C 0.315
3 O -1.160
4 C 0.057
5 C -0.144
6 O -0.560
7 H 0.302
8 H 0.280
9 H 0.187
10 H 0.125
11 H 0.428
12 H 0.489
13 H 0.482
14 O -0.984
15 H 0.548
16 H 0.454
17 O -1.303

Run B
The following is a DFT calculation (wB97M-V/def2-TZVPD) of a 3-piece molecular cluster, C3H9O5 overall.

Last columns: bonded neighbours and bond lengths (Å).
Geometry (Å):
1 O -0.178 -2.031 -0.216  C2 1.245
2 C -0.409 -0.810 -0.289  O1 1.245, O3 1.262, C4 1.528
3 O -1.457 -0.209 0.078  C2 1.262
4 C 0.683 0.106 -0.840  C2 1.528, C5 1.546, H7 1.093, H8 1.106
5 C 0.195 1.228 -1.783  C4 1.546, O6 1.399, H9 1.096, H10 1.091
6 O -0.981 1.882 -1.401  C5 1.399, H11 0.996
7 H 1.525 -0.455 -1.253  C4 1.093
8 H 1.132 0.602 0.041  C4 1.106
9 H 1.025 1.945 -1.808  C5 1.096
10 H 0.097 0.778 -2.772  C5 1.091
11 H -1.418 1.260 -0.757  O6 0.996
12 H -1.294 1.825 2.446  O14 0.982
13 H -1.271 2.435 1.220  O14 0.982
14 O -1.416 2.749 2.139  H12 0.982, H13 0.982
15 H 2.623 -3.316 0.811  O17 0.955
16 H 2.218 -2.800 2.064  O17 0.953
17 O 3.031 -3.048 1.632  H15 0.955, H16 0.953

Summary:
Highest occupied orbital energy ... -0.184 Ha
Orbital gap ... 8.80 eV
Molecular weight ... 125.1 g/mol
Net charge ... -1
LUMO ... 3.80 eV

How positive or negative is each atom? The natural (NBO) charges in e answer that:
1 O -0.764
2 C 0.766
3 O -0.811
4 C -0.546
5 C -0.044
6 O -0.778
7 H 0.207
8 H 0.194
9 H 0.143
10 H 0.135
11 H 0.501
12 H 0.467
13 H 0.482
14 O -0.953
15 H 0.475
16 H 0.471
17 O -0.946

What should be chosen as the most stable of them? Choose run B.

Run A
The following is a DFT calculation (wB97M-V/def2-TZVPD) of an isolated ion of composition C4H3O3 and charge -1.

Last columns: bonded neighbours and bond lengths (Å).
Geometry (Å):
1 C -0.803 1.080 -0.733  C2 1.776, C3 1.349, C4 1.505, O5 1.575
2 C 0.437 -0.178 -0.915  C1 1.776, C4 1.455, O7 1.445
3 C -1.920 1.831 -0.817  C1 1.349, O5 1.355, O6 1.189
4 C 0.126 0.533 0.316  C1 1.505, C2 1.455, H8 1.027, H9 1.032
5 O -0.847 2.619 -1.070  C1 1.575, C3 1.355
6 O -3.102 1.942 -0.881  C3 1.189
7 O -0.182 -1.451 -0.624  C2 1.445, H10 0.961
8 H 0.730 1.314 0.600  C4 1.027
9 H -0.226 -0.110 1.042  C4 1.032
10 H -0.099 -1.931 -1.453  O7 0.961

Summary:
Highest occupied orbital energy ... -0.101 Ha
Orbital gap ... 6.94 eV
Molecular weight ... 99.1 g/mol
Net charge ... -1
LUMO ... 4.20 eV

How positive or negative is each atom? The natural (NBO) charges in e answer that:
1 C -0.005
2 C -0.048
3 C 0.716
4 C -0.539
5 O -0.562
6 O -0.640
7 O -0.787
8 H 0.201
9 H 0.202
10 H 0.464

Run B
The following is a DFT calculation (wB97M-V/def2-TZVPD) of a 2-piece molecular cluster, C4H3O3 overall.

Last columns: bonded neighbours and bond lengths (Å).
Geometry (Å):
1 C 1.992 -0.893 1.056  O7 1.191
2 C -1.245 -1.170 0.242  C3 1.434, C4 1.487, O5 1.218
3 C 0.160 -0.956 0.051  C2 1.434, C4 1.548, O6 1.410
4 C -0.771 0.232 0.396  C2 1.487, C3 1.548, H8 1.089, H9 1.083
5 O -2.244 -1.866 0.259  C2 1.218
6 O 0.676 -1.129 -1.250  C3 1.410, H10 0.985
7 O 2.772 -0.982 0.160  C1 1.191
8 H -1.109 0.962 -0.337  C4 1.089
9 H -0.632 0.652 1.384  C4 1.083
10 H 1.654 -1.129 -1.141  O6 0.985

Summary:
Highest occupied orbital energy ... -0.104 Ha
Orbital gap ... 7.20 eV
Molecular weight ... 99.1 g/mol
Net charge ... -1
LUMO ... 4.36 eV

How positive or negative is each atom? The natural (NBO) charges in e answer that:
1 C 0.340
2 C 0.525
3 C -0.062
4 C -0.598
5 O -0.622
6 O -0.750
7 O -0.675
8 H 0.182
9 H 0.193
10 H 0.467

What should be chosen as the most stable of them? Choose run B.